# 1
Entry from OMol25: C20H41Br3GaO12P2S2 as an isolated structure (the ωB97M-V functional and the def2-TZVPD basis).

Each line ends with the Löwdin charge.
Atoms and positions in Å:
Br  1.6678  -1.0513  -0.5892  0.587
Br  -4.2126  0.6574  4.6442  0.594
Br  -3.7345  0.6405  -0.0488  0.624
Ga  -1.5395  0.7537  2.4865  0.085
S  -0.2758  -5.8656  -4.6091  0.622
S  -2.6382  1.7486  -3.9559  0.612
P  0.2141  -2.4302  3.4868  0.444
P  -1.7145  -1.4963  3.0909  0.587
O  0.9220  -2.9104  2.1244  -0.496
O  0.8012  -4.7683  -4.0627  -0.268
O  5.6433  2.1818  1.8327  -0.119
O  -2.2843  2.6636  -2.8945  -0.291
O  -0.1400  -3.9384  4.3570  -0.316
O  6.7462  0.2322  0.7132  -0.041
O  -3.3094  2.5911  -5.1815  -0.271
O  1.9987  0.0603  2.0506  -0.164
O  1.2705  -1.5224  4.5378  -0.289
O  -1.6859  0.8052  -4.5073  -0.289
O  -0.1227  -7.0875  -3.8445  -0.296
O  -1.5589  -5.2218  -4.7772  -0.289
C  -1.4267  3.1219  -6.6269  -0.082
C  6.0607  -0.1921  3.1509  -0.036
C  6.1699  0.7828  1.7963  -0.255
C  -5.8194  0.2679  2.1382  -0.247
C  0.6760  -4.9798  -1.6430  -0.072
C  -3.3590  1.4331  1.7839  -0.695
C  0.5101  -4.0787  -2.8534  -0.280
C  -4.0842  0.8423  -3.4702  -0.162
C  1.1588  0.1017  1.0152  -0.659
C  0.4445  -6.1299  -6.2089  -0.131
C  4.4782  2.1371  0.9308  -0.199
C  0.6136  2.2191  4.2402  -0.283
C  1.2613  3.3449  3.2026  -0.212
C  -4.6318  1.2457  2.7871  -0.778
C  3.2649  3.1726  1.3190  -0.145
C  -0.2006  1.0017  0.8754  -0.244
C  2.8690  3.1488  2.9376  -0.192
C  5.1338  0.1362  4.2723  0.014
C  -2.5596  3.6494  -5.7652  -0.281
C  -1.0023  2.0285  4.0508  -0.308
H  1.2185  -3.2470  -2.7775  0.091
H  -0.7967  0.5591  -0.0580  0.029
H  0.7651  2.6892  5.3270  0.103
H  0.6899  -4.2077  4.8888  0.076
H  5.5791  0.2848  5.3530  0.080
H  3.9848  0.2246  4.0688  0.060
H  2.1867  -1.6138  4.0943  0.077
H  -1.4160  1.5501  5.0621  0.030
H  -0.1195  -6.9272  -6.6986  0.073
H  -5.1507  2.3173  2.8783  0.101
H  -6.6608  0.1333  2.9737  0.072
H  0.5394  -4.4171  -0.7161  0.073
H  -6.3753  0.8119  1.2379  0.072
H  -3.2261  2.6036  1.5889  0.077
H  -0.9154  3.9389  -7.1422  0.077
H  -4.4668  0.2940  -4.3330  0.074
H  1.1921  1.2021  4.2529  0.077
H  4.1540  1.0149  0.8226  0.117
H  1.1483  4.3884  3.7716  0.106
H  -3.7877  0.1400  -2.6876  0.007
H  3.2838  2.2111  3.5020  0.080
H  3.4345  4.0891  3.4076  0.111
H  0.3735  -5.2087  -6.7905  0.073
H  -0.0574  -5.7917  -1.6505  0.067
H  -2.1864  4.3287  -4.9918  0.116
H  -3.2478  4.2235  -6.3947  0.120
H  -2.2578  -2.1926  1.9164  -0.103
H  1.6685  -5.4412  -1.6392  0.087
H  2.3058  2.8092  0.7352  0.101
H  -5.4332  -0.8042  1.8732  0.069
H  -1.5428  3.0837  3.9581  0.068
H  0.6189  3.4760  2.2112  0.096
H  -0.0208  2.1372  0.6160  0.070
H  -4.8312  1.5392  -3.0851  0.070
H  4.8690  2.4693  -0.1451  0.139
H  1.4848  -6.4363  -6.0844  0.073
H  -0.6835  2.5926  -6.0230  0.070
H  6.7882  -1.1348  3.1817  0.121
H  -0.4946  -3.6449  -2.8900  0.120
H  3.5862  4.2481  0.9685  0.115
H  -1.8053  2.4116  -7.3687  0.084

Forces on the atoms, in the same order (eV/Å):
Br -0.4 0.9 1.1
Br -0.3 0.3 -1.0
Br 0.2 0.5 0.8
Ga 1.1 1.6 0.0
S 0.7 0.4 0.5
S 0.0 -0.3 0.0
P 3.3 -3.6 -3.6
P -1.0 -0.6 0.8
O -1.9 1.8 4.9
O -0.6 -1.1 -1.4
O 0.4 -4.1 0.0
O 0.1 -0.6 -1.1
O 2.2 2.4 0.4
O -3.3 4.0 6.6
O -0.2 -0.7 0.8
O -5.3 0.4 -6.5
O -0.3 -1.9 -2.3
O -0.6 1.1 0.6
O -0.5 1.0 -0.7
O 0.7 -0.6 0.4
C 0.3 -0.2 0.0
C -1.7 1.9 1.3
C 1.4 -3.6 -4.1
C -0.9 0.3 1.3
C -0.2 -0.3 0.1
C -0.7 1.4 0.8
C -0.3 0.4 1.4
C -0.2 0.1 -0.2
C 3.0 1.3 5.1
C 0.1 0.1 -0.1
C -0.8 0.3 -2.4
C -0.1 1.1 0.8
C -0.2 0.6 0.9
C -2.1 1.1 -2.7
C 0.2 -1.0 0.8
C 0.6 -1.3 -2.0
C 0.4 1.2 -0.2
C 2.1 -0.7 -2.2
C 0.7 0.6 -0.4
C 0.2 0.1 1.5
H -0.1 -0.2 -0.4
H 1.5 0.9 1.9
H -0.1 -1.0 -2.2
H -1.8 0.8 -1.3
H -1.3 -1.6 -2.0
H 2.5 1.2 0.3
H -2.1 0.3 0.6
H 0.9 1.1 -2.1
H 0.0 0.1 0.2
H 1.2 -2.4 0.2
H 1.9 0.3 -1.7
H 0.1 0.1 -0.1
H 1.6 -1.3 1.8
H -0.4 -2.6 0.3
H -0.1 0.0 0.0
H 0.1 0.1 0.1
H -1.2 1.9 -0.4
H 0.1 2.3 0.4
H 0.1 -2.2 -1.3
H 0.1 0.2 -0.2
H -0.9 1.7 -1.4
H -1.2 -2.1 -0.9
H 0.0 -0.1 0.2
H 0.1 0.1 0.0
H -0.1 -0.2 0.1
H -0.2 -0.3 0.3
H 1.2 0.3 0.7
H -0.1 0.1 0.0
H 2.1 0.8 0.9
H -0.6 2.2 0.3
H 1.2 -2.0 0.2
H 1.5 -0.6 2.0
H 0.2 -2.3 0.7
H 0.2 -0.1 0.0
H -0.8 -0.8 2.2
H -0.2 0.1 0.1
H -0.1 0.1 -0.1
H -0.9 3.0 0.2
H 0.1 -0.1 -0.1
H -0.8 -2.1 0.8
H 0.0 0.2 0.1

**E_HOMO**: -5.509 eV
**M**: 909.1 g mol⁻¹
**Multiplicity**: 1
**Net charge**: -1
**Kohn-Sham gap**: 6.494 eV

=====

# 2
Entry from OMol25: C20H41N2O2P3RuS as an isolated structure (the ωB97M-V functional and the def2-TZVPD basis).

Each line ends with the Mulliken spin population.
Atoms and positions in Å:
Ru  1.1801  1.2503  -1.4753  0.274
S  -0.6130  -1.0572  2.5266  0.094
P  -0.2123  0.4568  -3.6937  0.046
P  2.6140  -1.6465  0.4776  0.144
P  -1.4519  2.1795  2.6753  0.591
O  -1.7319  0.9503  -0.6805  -0.003
O  0.3471  -1.6637  -1.0227  0.703
N  -1.9243  -3.3087  3.0964  0.561
N  -2.0917  -2.5965  0.8930  0.470
C  -0.6188  3.1270  4.0200  0.068
C  3.0866  1.9824  -2.2172  -0.038
C  1.0375  3.2529  -2.0222  -0.007
C  -0.6201  1.0848  -1.0366  -0.039
C  1.2761  -0.9536  -0.6695  0.660
C  -2.3332  3.5905  1.8759  0.090
C  -3.4647  -3.0623  0.6896  0.001
C  -1.0611  1.8854  -4.4430  -0.001
C  2.0147  2.6489  -2.8161  0.051
C  -1.5123  -0.8047  -3.5891  0.010
C  -1.5927  -2.3977  2.1435  -0.081
C  2.1658  2.4575  -0.0322  -0.064
C  -2.8578  1.4909  3.6418  0.061
C  0.9882  -0.1545  -4.9081  0.011
C  -1.9928  -4.7497  2.8102  0.010
C  4.0703  -1.6362  -0.5578  0.059
C  2.1716  -3.2847  1.0230  0.028
C  2.8210  -0.5438  1.8649  0.061
C  1.0935  3.1248  -0.6291  0.048
C  3.1516  1.8641  -0.8273  0.084
H  1.8741  0.4916  -4.8929  0.002
H  -1.5078  -3.0746  4.0013  -0.025
H  -1.8679  -1.0448  -4.6009  0.002
H  -3.9692  -3.2084  1.6504  0.007
H  2.0683  -0.7723  2.6311  -0.014
H  1.2753  -1.1742  -4.6196  -0.002
H  -2.3465  -0.4248  -2.9845  0.000
H  1.4986  -3.2293  1.8878  -0.010
H  -2.2349  -4.9146  1.7591  0.004
H  -4.0189  -2.3246  0.0929  0.013
H  -3.1612  3.1925  1.2759  -0.005
H  3.0898  -3.8185  1.3084  0.006
H  -2.7757  -5.1871  3.4392  0.029
H  -2.7142  4.2929  2.6301  0.032
H  -2.5023  0.6247  4.2119  -0.003
H  2.2003  2.3709  1.0448  -0.004
H  -3.6281  1.1533  2.9345  -0.004
H  2.6999  0.5025  1.5550  -0.014
H  -0.0031  2.4194  4.5923  -0.001
H  1.9298  2.6466  -3.8975  0.001
H  0.0312  3.8852  3.5656  -0.004
H  3.7844  -1.8691  -1.5926  -0.015
H  0.5387  -0.1622  -5.9095  0.002
H  -1.3643  3.6000  4.6745  0.031
H  3.9483  1.2879  -0.3753  0.005
H  3.8363  1.5044  -2.8344  -0.002
H  -1.7517  -1.9178  0.2077  -0.029
H  4.5579  -0.6527  -0.5398  0.000
H  -1.6352  4.1090  1.2063  -0.006
H  4.7689  -2.4029  -0.1934  0.004
H  1.6699  -3.8350  0.2181  -0.001
H  -1.8698  2.2036  -3.7714  0.000
H  -1.1018  -1.7012  -3.1093  -0.001
H  3.8282  -0.6942  2.2842  0.010
H  -1.0424  -5.2429  3.0560  0.041
H  -0.3589  2.7170  -4.5738  0.000
H  -1.4866  1.5986  -5.4123  0.001
H  -3.4557  -4.0075  0.1343  0.031
H  0.2230  3.7927  -2.4801  0.005
H  0.3035  3.5204  -0.0018  0.001
H  -3.2697  2.2592  4.3105  0.022

Forces on the atoms, in the same order (eV/Å):
Ru -3.3 -4.2 -1.5
S -0.6 -0.6 -0.3
P 0.6 0.1 0.0
P -1.4 1.5 -1.6
P -2.6 2.6 2.6
O 3.5 0.6 -1.3
O -1.7 -0.8 -0.5
N 1.7 -1.2 -0.4
N -0.8 0.6 0.5
C 1.6 -0.9 -0.5
C 1.5 -0.5 -0.5
C -0.4 1.7 -0.6
C -4.3 -1.3 2.2
C 2.4 0.5 1.3
C 0.5 -0.7 -1.6
C -0.4 -0.2 0.0
C 0.2 0.1 0.5
C 0.4 0.8 -1.0
C 0.1 -0.1 0.5
C 0.5 1.3 0.1
C 0.5 0.3 1.5
C 0.3 -1.4 -0.8
C 0.1 0.0 0.2
C -1.1 0.1 -0.1
C 0.5 -0.4 -0.1
C -0.1 -0.4 0.0
C 0.3 0.1 0.5
C 0.1 1.5 0.7
C 1.0 0.3 0.1
H -0.2 -0.2 -0.2
H -0.5 0.1 0.2
H 0.1 0.1 0.2
H 0.1 0.0 -0.3
H 0.3 0.0 -0.2
H 0.0 0.2 -0.1
H 0.1 -0.1 -0.2
H 0.2 0.1 -0.2
H 0.2 0.0 0.3
H 0.2 -0.2 0.1
H 0.1 0.2 0.1
H -0.2 0.1 0.0
H 0.1 -0.1 0.1
H 0.3 -0.4 0.1
H -0.2 0.3 0.1
H 0.0 0.0 0.0
H 0.1 0.1 0.3
H 0.1 -0.5 0.0
H -0.1 0.4 0.1
H 0.0 0.2 0.1
H -0.1 -0.1 0.3
H 0.1 0.0 0.3
H 0.1 0.0 0.2
H -0.1 -0.3 -0.4
H -0.1 0.2 0.0
H 0.0 0.0 0.0
H 0.5 -0.4 -0.1
H -0.1 -0.4 0.1
H -0.3 0.2 0.2
H 0.1 0.3 -0.1
H 0.2 0.1 0.1
H 0.1 0.0 -0.2
H -0.1 0.1 -0.2
H -0.2 0.1 0.0
H 0.0 0.3 0.2
H -0.2 -0.1 -0.2
H 0.1 0.0 0.2
H 0.0 0.1 -0.1
H -0.2 -0.1 -0.1
H 0.1 0.1 -0.2
H 0.3 0.0 -0.3

**E_HOMO (alpha / beta)**: -16.917 / -19.966 eV
**M**: 567.6 g mol⁻¹
**Multiplicity**: 5
**Net charge**: +4
**Kohn-Sham gap (alpha / beta)**: 5.735 / 4.146 eV